9
Properties=species:S:1:pos:R:3:forces:R:3:lowdin_charge:R:1 method="wB97M-V/def2-TZVPD" gap_ev=10.46 total_charge=0 smiles="C/C(Cl)=C/Cl" relative_energy_kj_mol=188.9
H 1.78982 -0.24862 -0.82529 -0.36 2.91 2.15 0.096
H 0.97657 1.58357 -0.40073 0.87 -1.30 -0.22 0.077
H -1.59069 0.87143 0.11545 -1.36 5.16 0.08 -0.008
Cl -2.98562 -0.92540 -0.03273 1.70 -0.07 0.43 0.591
C -0.13604 -0.29315 0.01703 2.26 -3.15 0.87 -0.539
C 1.28747 0.54827 -0.05155 -3.79 -1.57 -2.28 -0.095
Cl 0.48105 -2.13039 0.03227 -1.09 1.81 -0.08 0.429
H 1.61602 0.68565 0.96538 0.73 -0.64 0.11 0.049
C -1.43857 -0.09135 0.18017 1.05 -3.14 -1.07 -0.599

***

16
Properties=species:S:1:pos:R:3:forces:R:3:lowdin_charge:R:1 method="wB97M-V/def2-TZVPD" gap_ev=6.81 total_charge=-1 relative_energy_kj_mol=181.7
N 1.24183 1.35207 1.40467 0.31 -2.63 0.66 -0.049
O -0.96498 -0.63922 -3.87067 -2.13 -1.36 -2.89 -0.006
O 0.80687 0.90213 -0.84696 1.19 -0.92 -0.23 -0.352
H 1.59078 2.26379 1.26643 -0.33 1.24 -0.17 -0.005
O -1.39621 -3.15850 3.41703 -5.64 1.71 -1.72 -0.060
H 0.22173 1.28277 1.60612 1.29 0.48 -0.72 0.042
O -1.51815 1.70750 -1.08925 -0.83 -0.47 -0.32 -0.185
H -0.53178 -3.14708 3.64960 4.10 0.72 0.92 -0.043
H -1.55900 1.17069 -1.91197 0.16 0.60 1.08 -0.008
C 1.63759 0.53472 0.15247 -1.89 0.63 0.90 -0.529
H 2.73553 0.76822 0.01499 -0.60 -0.23 0.00 0.072
H -1.74666 -2.23221 3.15072 1.55 -2.42 0.78 0.101
H -0.84576 -1.47787 -3.47122 0.01 -1.42 0.45 0.020
H 1.52178 -0.57337 0.45171 0.37 1.02 -0.18 0.073
H -0.50219 -0.10971 -3.30959 2.31 2.86 2.58 -0.040
H -0.69138 1.35608 -0.61407 0.13 0.19 -1.15 -0.032

***

65
Properties=species:S:1:pos:R:3:forces:R:3:lowdin_charge:R:1 method="wB97M-V/def2-TZVPD" gap_ev=7.71 total_charge=-1
F -3.92783 -5.47613 -0.30306 -0.03 0.00 0.01 0.157
F -0.21939 -1.33979 -2.36023 -0.03 0.04 -0.04 0.154
C -2.23339 4.49068 -1.48619 -0.36 -0.44 0.27 -0.247
O 5.62250 -0.31987 1.13316 -0.01 -0.17 0.09 0.038
F 6.73865 -3.14334 2.84646 -0.02 0.03 -0.01 0.165
H -2.24712 -4.49066 3.58149 -0.01 -0.14 -0.08 0.126
H 6.61514 1.49744 1.35495 0.04 -0.15 0.07 0.128
C -1.53353 -4.14893 2.83204 0.16 0.22 0.40 -0.187
F -0.46863 0.73984 -2.90154 -0.05 0.00 0.05 0.185
C 6.94732 0.71672 -0.64208 0.09 -0.30 0.04 -0.060
C -2.38210 3.13149 -0.78989 -0.39 -0.14 -0.28 -0.256
C 1.95605 1.87912 -0.62001 -0.17 0.03 -0.22 0.051
H 0.56035 -4.27484 2.35801 0.00 0.09 0.05 0.086
C -4.14931 -1.84543 -1.52636 -0.47 -0.17 0.06 -0.196
O -1.96962 -4.57818 1.52478 -0.07 -0.10 -0.16 0.033
O -3.13275 0.30002 -2.82200 0.06 -0.04 -0.09 0.165
F 5.18527 -2.95211 1.35412 0.02 0.01 0.03 0.162
F 4.94166 -2.02649 3.29976 0.01 0.00 -0.02 0.165
H 1.83940 0.85716 -0.88756 0.18 -0.05 0.20 0.012
O -2.75130 -1.50946 -1.52829 0.14 0.02 0.00 0.031
H -3.84368 2.07859 0.40351 -0.05 0.02 0.05 0.056
C -2.13384 5.67228 -0.53075 0.30 0.20 -0.65 -0.253
H -5.61701 -2.81637 -2.75904 0.00 -0.02 0.06 0.082
H 0.20026 -4.21747 4.09204 -0.02 0.04 0.00 0.084
H 5.19029 1.48593 0.31808 -0.12 -0.14 0.12 0.123
O -0.29931 7.21918 0.49486 0.03 0.13 0.09 -0.346
H -3.95513 -3.37974 -3.01958 -0.06 -0.05 0.07 0.081
S -0.56531 5.80849 0.34602 -0.36 -0.13 -0.43 0.522
H -1.42618 2.78232 -0.39568 0.04 0.17 0.08 0.097
S 1.90942 4.82605 -0.32487 -0.05 -0.18 -0.30 0.422
H -1.37476 4.44471 -2.15225 0.06 0.21 0.05 0.094
N 0.41545 5.11901 -0.74888 0.28 0.35 0.88 -0.332
O -2.38322 -6.67081 2.26920 -0.03 -0.05 -0.09 0.169
H -4.29764 3.75094 0.09082 -0.01 0.08 0.02 0.070
C 1.94654 3.06789 -0.45072 0.05 0.15 0.03 -0.176
C 6.49795 -1.02214 1.82628 0.00 0.34 -0.13 -0.411
H -4.27313 -2.53968 -0.69755 0.17 0.02 0.04 0.117
C -2.40530 -0.42655 -2.21441 -0.27 -0.08 0.15 -0.398
O 7.63395 -0.73570 2.07148 -0.01 -0.11 0.06 0.163
H -2.90123 5.64569 0.24008 0.08 -0.07 0.14 0.087
C 6.08932 0.93479 0.58492 0.03 0.50 -0.31 -0.177
H -3.11608 4.63957 -2.12017 -0.04 0.06 0.09 0.108
C -0.12652 -4.61657 3.13269 0.03 -0.18 -0.20 -0.058
C -0.88805 -0.20669 -2.07758 0.23 -0.02 0.03 -0.552
C 5.83000 -2.31289 2.33821 -0.03 -0.15 0.04 -0.546
F -1.85552 -5.65575 -0.91046 -0.04 -0.01 0.04 0.169
H -3.00840 3.35085 1.27294 -0.17 0.26 0.01 0.068
O -0.73987 5.05059 1.56489 0.13 -0.25 0.07 -0.346
H 6.40084 0.13899 -1.38840 -0.05 0.09 -0.03 0.083
H 7.22376 1.67717 -1.07455 -0.05 0.03 0.00 0.085
C -4.57481 -2.50409 -2.82132 0.23 0.04 -0.19 -0.059
C -2.77067 -6.10658 -0.04588 0.07 -0.08 -0.29 -0.546
O 2.26709 5.13742 1.02796 -0.15 -0.01 0.22 -0.323
H -1.57410 -3.06282 2.79751 -0.05 -0.01 -0.15 0.128
H -4.47122 -1.82750 -3.66839 -0.04 0.08 0.05 0.076
C -3.45370 3.09643 0.31084 0.44 -0.41 -0.02 -0.106
C -2.34153 -5.84185 1.40836 0.08 0.21 0.28 -0.407
H -2.67775 2.41385 -1.56236 0.13 0.07 -0.02 0.077
H -4.74137 -0.95641 -1.30882 0.11 0.10 -0.10 0.127
H -2.27007 6.60358 -1.08269 0.20 0.02 0.03 0.093
H -0.06998 -5.70348 3.17534 -0.05 0.00 0.06 0.076
O 2.83000 5.24991 -1.34223 -0.02 -0.06 -0.27 -0.332
H 7.85925 0.17162 -0.39955 0.02 0.06 0.05 0.072
F -2.94500 -7.40647 -0.26727 -0.03 0.07 0.09 0.172
F -0.58513 0.13649 -0.82019 -0.10 -0.03 -0.09 0.158

***

Number 1: largest force on an atom 0.1038 Eh/bohr. Number 2: largest force on an atom 0.1194 Eh/bohr. Number 3: largest force on an atom 0.0192 Eh/bohr.